No. 1
Formula: C41H26BBrF6I2NO3P2Ru
Source: the Open Molecules 2025 dataset
Level of theory: ωB97M-V with the def2-TZVPD basis set

XYZ file:
```
84
Properties=species:S:1:pos:R:3:forces:R:3:lowdin_charge:R:1
Ru -1.351 0.326 0.515 0.828 -0.579 -2.036 0.80
O 1.888 -2.122 2.113 -0.256 0.084 -0.012 0.02
C 0.897 -1.868 1.442 0.764 -0.264 -0.487 -0.73
O -0.124 -1.196 1.792 -0.806 1.310 0.101 -0.21
C 0.845 -2.420 -0.010 0.101 0.547 0.352 -0.20
P -0.429 -1.508 -0.945 -0.927 -0.071 0.787 1.07
C 0.192 -1.337 -2.639 -0.127 0.575 0.203 -0.36
C 1.286 -2.040 -3.128 0.038 -0.065 0.062 -0.07
C 1.654 -1.902 -4.458 0.024 -0.056 -0.083 -0.07
C 0.937 -1.064 -5.298 -0.027 0.050 -0.001 -0.07
C -0.150 -0.353 -4.810 -0.016 -0.053 -0.077 -0.06
C -0.520 -0.488 -3.483 0.038 -0.059 0.068 -0.10
C -1.781 -2.720 -1.131 -0.028 0.078 -0.058 -0.34
C -2.501 -3.070 0.011 0.141 -0.065 0.058 -0.13
C -3.572 -3.941 -0.085 -0.011 -0.050 0.011 -0.07
C -3.928 -4.475 -1.316 0.028 -0.002 -0.038 -0.08
C -3.198 -4.149 -2.448 -0.048 -0.034 -0.059 -0.08
C -2.129 -3.269 -2.363 0.041 0.069 0.134 -0.08
H 0.598 -3.480 0.039 -0.015 -0.001 -0.120 0.11
H 1.833 -2.296 -0.451 -0.028 -0.029 -0.004 0.08
H 1.849 -2.707 -2.489 -0.015 0.004 -0.009 0.10
H 2.496 -2.460 -4.846 0.024 0.009 0.044 0.11
H 1.224 -0.958 -6.336 0.021 -0.018 0.001 0.11
H -0.703 0.303 -5.466 -0.005 -0.003 0.023 0.09
H -1.369 0.052 -3.078 -0.007 0.014 -0.098 0.08
H -2.224 -2.652 0.972 -0.060 0.032 -0.021 0.05
H -4.145 -4.190 0.798 0.037 0.004 0.029 0.11
H -4.774 -5.145 -1.393 -0.001 -0.008 0.008 0.10
H -3.460 -4.574 -3.408 -0.024 0.001 0.006 0.10
H -1.569 -3.015 -3.252 -0.023 0.001 -0.045 0.10
I 4.752 0.412 1.331 -0.132 0.017 0.176 1.12
C 3.143 1.087 2.477 -0.239 -0.092 -0.314 -0.57
C 3.328 1.358 3.834 0.169 0.036 0.298 -0.20
C 2.300 1.858 4.572 0.121 0.075 0.407 -0.63
I 2.700 2.367 6.571 -0.002 -0.075 -0.155 0.95
C 1.012 2.051 4.023 0.008 -0.276 -0.659 -0.18
C -0.067 2.604 4.734 -0.354 0.111 -0.057 -0.03
C -1.262 2.801 4.107 0.126 0.255 0.506 -0.02
C -1.417 2.381 2.791 0.196 -0.161 -0.582 -0.20
N -0.460 1.801 2.090 0.071 -0.400 0.223 0.01
C 0.792 1.683 2.656 -0.164 0.173 0.371 -0.12
C 1.919 1.280 1.889 -0.054 -0.146 -0.047 -0.26
O 1.784 1.089 0.537 -0.309 -0.252 0.218 0.11
H 4.298 1.201 4.283 0.013 -0.006 -0.011 0.08
H 0.061 2.897 5.767 0.041 -0.045 0.000 0.06
H -2.095 3.258 4.621 -0.018 -0.011 -0.008 0.12
H -2.363 2.519 2.284 -0.014 -0.089 0.072 0.08
F -6.453 0.553 -1.608 -0.087 -0.015 -0.011 0.14
C -5.242 1.085 -1.494 0.229 -0.040 -0.103 -0.14
C -5.047 2.418 -1.826 0.078 0.106 0.000 -0.14
F -6.068 3.148 -2.276 -0.077 0.007 -0.011 0.12
C -3.786 2.974 -1.728 0.026 -0.101 -0.017 -0.22
F -3.631 4.245 -2.122 -0.080 0.057 -0.007 0.09
C -2.717 2.216 -1.274 0.242 -0.093 -0.001 -0.35
P -0.932 2.601 -1.190 -0.453 -0.112 -0.204 1.12
C -0.555 2.884 -2.965 0.175 -0.156 0.041 -0.35
C 0.699 3.414 -3.272 -0.054 -0.094 0.002 -0.09
C 1.046 3.684 -4.584 0.068 0.014 0.009 -0.06
C 0.141 3.436 -5.606 -0.076 0.005 -0.060 -0.08
C -1.105 2.907 -5.309 0.009 0.012 -0.025 -0.09
C -1.447 2.614 -3.996 0.020 0.108 0.000 -0.11
C -0.664 4.327 -0.603 0.138 -0.224 0.162 -0.33
C -1.119 5.438 -1.314 -0.043 0.040 0.058 -0.08
C -0.906 6.714 -0.821 -0.068 0.026 -0.080 -0.07
C -0.205 6.906 0.362 0.057 -0.035 0.069 -0.08
C 0.317 5.813 1.034 0.053 0.019 0.007 -0.07
C 0.093 4.533 0.548 -0.063 -0.016 -0.100 -0.10
C -2.902 0.870 -0.927 0.645 0.188 1.604 -0.25
Br -3.158 -0.199 2.123 0.149 -0.222 -0.229 0.18
C -4.168 0.327 -1.063 0.236 -0.211 -0.058 -0.29
F -4.388 -0.959 -0.785 -0.208 0.018 0.029 0.06
H 1.405 3.613 -2.473 0.004 0.083 -0.074 0.10
H 2.021 4.096 -4.811 0.008 -0.010 0.018 0.11
H 0.402 3.653 -6.634 0.026 0.022 0.007 0.10
H -1.816 2.713 -6.102 -0.001 0.000 -0.002 0.11
H -2.415 2.175 -3.791 -0.027 0.042 0.044 0.11
H -1.633 5.310 -2.255 -0.033 -0.001 0.011 0.10
H -1.292 7.566 -1.365 0.027 0.001 -0.020 0.11
H -0.045 7.906 0.744 -0.001 0.009 -0.011 0.11
H 0.909 5.946 1.931 -0.007 0.029 -0.003 0.11
H 0.537 3.691 1.052 -0.041 -0.017 0.089 0.07
F 2.587 1.529 -1.586 -0.131 -0.193 0.000 0.26
B 2.475 1.880 -0.317 0.229 0.269 -0.436 -1.05
F 2.983 3.060 0.030 -0.091 -0.048 0.126 0.25
```
Forces are in eV/Å.

Gap between HOMO and LUMO (spin up / spin down) (eV): 6.95 / 7.30
Energy relative to the best compared isomer or geometry (same formula, charge and spin) (kcal/mol): 30.9
2S+1: 2
E_tot (a.u.): -6429.68634
LUMO (spin up / spin down) (eV): -1.556 / -1.095
Total charge: 0
<S²>: 0.795
Maximum force (eV/Å): 2.3


No. 2
Formula: C7H8N2O4RhS
Source: the Open Molecules 2025 dataset
Level of theory: ωB97M-V with the def2-TZVPD basis set

XYZ file:
```
23
Properties=species:S:1:pos:R:3:forces:R:3:lowdin_charge:R:1
O 0.838 -3.479 -2.125 0.091 4.317 -0.040 0.23
C 0.779 -2.327 -2.139 -1.054 -7.728 -0.472 -0.21
Rh 0.774 -0.423 -2.129 -0.124 0.169 0.931 0.67
O -1.852 -0.422 -5.302 1.173 -0.017 1.406 0.14
C -1.124 -0.431 -4.439 -0.859 0.007 -1.162 0.02
C 2.658 -0.417 -2.469 7.520 -0.090 -2.169 -0.22
O 3.809 -0.419 -2.612 -4.991 0.017 0.702 0.25
C 0.783 1.480 -2.084 -1.189 7.428 -0.275 -0.19
O 0.840 2.633 -2.045 0.133 -4.185 -0.076 0.22
C -0.140 1.628 2.792 -0.497 -0.689 -0.333 0.09
N 0.326 1.206 1.466 0.040 1.504 1.812 0.15
C 0.304 -0.033 1.015 1.838 -1.719 -1.135 -0.59
S 1.756 -0.580 0.116 -1.043 0.198 0.456 1.00
N -0.621 -0.936 1.265 -1.152 0.193 0.464 0.14
C -1.984 -0.701 1.735 0.216 0.456 -0.105 0.07
H -0.583 0.782 3.291 -0.164 -0.099 0.253 0.11
H -0.866 2.426 2.663 -0.219 0.532 0.011 0.16
H 0.684 2.006 3.400 0.431 0.278 -0.207 0.16
H 1.003 1.857 1.053 -0.078 -0.055 -0.240 0.19
H -0.421 -1.899 0.999 0.200 -0.213 -0.014 0.19
H -2.708 -1.126 1.039 0.040 -0.312 -0.163 0.15
H -2.112 -1.182 2.703 -0.041 -0.322 0.287 0.16
H -2.144 0.358 1.810 -0.272 0.329 0.070 0.10
```
Forces are in eV/Å.

Gap between HOMO and LUMO (spin up / spin down) (eV): 7.01 / 5.46
Energy relative to the best compared isomer or geometry (same formula, charge and spin) (kcal/mol): 0.0
2S+1: 5
E_tot (a.u.): -1189.38856
LUMO (spin up / spin down) (eV): -12.731 / -17.268
Total charge: +3
<S²>: 6.062
Maximum force (eV/Å): 7.8


No. 3
Formula: C4H11N2S
Source: the Open Molecules 2025 dataset
Level of theory: ωB97M-V with the def2-TZVPD basis set

XYZ file:
```
18
Properties=species:S:1:pos:R:3:forces:R:3:lowdin_charge:R:1
N -1.540 1.420 -3.136 1.291 0.652 -0.483 0.02
C -1.302 1.632 -1.899 1.698 0.350 -0.275 -0.30
C 0.991 -2.510 0.948 -0.029 0.081 0.368 -0.68
S 1.912 -1.022 1.475 0.276 -0.220 0.086 0.15
C -0.472 0.692 -1.109 -2.728 -0.271 1.136 -0.23
N -0.172 0.960 0.279 -0.490 0.112 -0.199 -0.15
C -1.231 0.518 1.166 -0.649 0.271 0.910 -0.21
H -1.712 2.303 -3.607 -1.377 -0.110 0.073 0.02
H 0.815 -3.181 1.792 0.140 -0.079 0.075 -0.02
H -1.788 2.373 -1.256 0.215 0.691 -0.181 0.11
H 1.545 -3.069 0.192 -0.138 -0.001 -0.122 -0.02
H -0.010 -2.266 0.584 0.013 0.075 -0.309 -0.02
H 0.252 0.047 -1.595 -0.241 0.090 -0.419 0.12
H -1.566 0.278 -1.065 1.143 -1.843 0.212 0.13
H 0.671 0.413 0.589 -0.233 0.229 -0.356 -0.09
H -2.060 1.217 1.384 0.512 0.568 -0.302 0.06
H -0.776 0.305 2.137 -0.049 -0.251 -0.079 0.05
H -1.827 -0.348 0.823 0.649 -0.345 -0.134 0.06
```
Forces are in eV/Å.

Gap between HOMO and LUMO (eV): 6.42
Energy relative to the best compared isomer or geometry (same formula, charge and spin) (kcal/mol): 65.3
E_tot (a.u.): -666.64254
LUMO (eV): 3.636
Total charge: -1
Maximum force (eV/Å): 3.0


No. 4
Formula: C18H16BrF8NO3Pd
Source: the Open Molecules 2025 dataset
Level of theory: ωB97M-V with the def2-TZVPD basis set

XYZ file:
```
48
Properties=species:S:1:pos:R:3:forces:R:3:lowdin_charge:R:1
Pd -0.815 0.949 0.352 0.582 -0.171 -0.432 0.96
F -2.575 2.458 -1.116 -0.095 0.064 -0.017 -0.06
C -2.584 1.629 -0.010 -0.062 0.000 -0.197 -0.44
F -3.034 2.467 1.017 -0.074 0.022 -0.031 -0.09
H -3.365 0.886 -0.170 -0.044 -0.048 -0.016 0.09
C 1.418 -0.685 2.846 -0.063 0.000 -0.009 0.01
C 1.966 0.348 1.844 -0.001 0.064 -0.039 -0.51
O 1.276 0.489 0.703 -0.067 -0.059 0.054 -0.23
C 3.406 -0.102 1.461 -0.032 0.006 0.003 -0.55
F 4.274 -0.130 2.516 0.009 -0.008 0.011 0.10
F 3.987 0.668 0.531 -0.002 0.005 -0.004 0.14
F 3.391 -1.355 0.968 0.010 -0.010 -0.001 0.13
C 2.071 1.711 2.598 0.016 -0.016 -0.042 -0.54
F 0.852 2.230 2.805 0.001 -0.010 0.012 0.12
F 2.781 2.643 1.929 -0.024 -0.007 0.002 0.13
F 2.649 1.623 3.831 0.021 0.008 -0.004 0.10
H 1.257 -1.618 2.311 -0.004 -0.012 -0.003 0.09
H 0.448 -0.351 3.214 0.002 0.001 -0.001 0.08
H 2.095 -0.851 3.686 -0.006 0.003 -0.006 0.08
C -2.525 1.137 3.578 -0.015 0.021 0.036 -0.07
C -2.250 -0.195 2.954 0.063 0.016 0.083 -0.40
C -2.524 -1.441 3.493 0.035 -0.019 -0.065 -0.12
C -2.038 -2.399 2.562 0.056 0.073 0.044 -0.12
C -1.485 -1.684 1.514 -0.140 -0.031 0.076 -0.40
C -0.830 -2.223 0.279 -0.006 0.001 0.039 -0.07
N -1.617 -0.343 1.754 0.017 0.129 -0.037 -0.04
H -2.762 0.994 4.636 0.023 0.009 0.014 0.06
H -3.360 1.660 3.109 0.031 -0.043 0.030 0.05
H -1.657 1.798 3.505 -0.008 -0.019 -0.017 0.06
H -2.996 -1.620 4.450 0.001 -0.011 -0.016 0.07
H -2.056 -3.477 2.647 -0.012 0.007 0.005 0.07
H -0.488 -3.246 0.463 -0.054 -0.018 -0.023 0.06
H 0.038 -1.622 0.002 0.036 0.027 0.005 0.05
H -1.509 -2.227 -0.577 0.019 0.045 -0.036 0.06
Br 2.479 -0.411 -7.905 0.001 -0.003 -0.005 0.63
C 1.528 -0.135 -6.266 0.004 -0.009 -0.022 -0.70
C 1.993 0.809 -5.369 -0.035 0.035 0.103 -0.14
C 1.292 1.000 -4.184 0.138 0.048 -0.063 -0.01
C 0.143 0.271 -3.905 -0.024 0.024 -0.037 -0.11
C -0.293 -0.673 -4.823 0.004 -0.013 -0.099 -0.02
C 0.396 -0.887 -6.012 -0.097 -0.049 0.046 -0.15
C -0.628 0.496 -2.594 0.238 0.051 -0.326 -0.65
O -0.044 1.305 -1.822 -0.483 -0.084 0.874 -0.09
O -1.688 -0.126 -2.467 0.037 -0.009 0.129 -0.02
H 2.887 1.377 -5.589 0.000 0.005 0.011 0.09
H 1.624 1.713 -3.441 0.009 -0.009 -0.013 0.12
H -1.187 -1.233 -4.578 -0.001 -0.006 -0.017 0.11
H 0.060 -1.625 -6.729 -0.003 -0.001 0.002 0.09
```
Forces are in eV/Å.

Gap between HOMO and LUMO (eV): 5.17
Energy relative to the best compared isomer or geometry (same formula, charge and spin) (kcal/mol): 5.6
E_tot (a.u.): -4476.93691
LUMO (eV): 3.796
Total charge: -2
Maximum force (eV/Å): 1.0


No. 5
Formula: C9H26Cl2MoNP
Source: the Open Molecules 2025 dataset
Level of theory: ωB97M-V with the def2-TZVPD basis set

XYZ file:
```
40
Properties=species:S:1:pos:R:3:forces:R:3:lowdin_charge:R:1
Mo -1.177 -0.218 0.251 2.963 1.015 -0.082 0.52
Cl 0.224 -2.014 1.035 -0.864 -0.032 0.069 -0.26
Cl -1.154 1.939 -0.711 -0.677 -0.029 0.029 -0.22
H -0.565 0.671 1.597 -0.467 -0.593 -0.598 -0.06
H -0.042 -0.377 -1.077 -1.024 -0.152 0.727 -0.07
P 3.023 0.530 -0.375 -5.105 -0.985 0.758 0.98
C 3.794 -0.922 -1.083 0.661 0.018 -0.047 -0.57
C 3.121 1.994 -1.364 1.469 0.611 -0.412 -0.59
C 3.443 0.746 1.346 0.742 -0.003 0.265 -0.57
C 2.754 -1.631 -1.972 0.078 -0.686 0.306 -0.15
H 3.989 -1.570 -0.209 -0.132 0.192 -0.244 0.12
C 5.130 -0.660 -1.776 0.151 -0.729 -0.163 -0.12
H 5.011 -0.026 -2.661 0.042 -0.139 0.051 0.07
H 5.513 -1.648 -2.076 0.221 0.408 -0.230 0.08
H 5.872 -0.196 -1.114 -0.226 -0.068 -0.087 0.07
H 1.855 -1.882 -1.374 0.576 0.110 -0.317 0.01
H 3.205 -2.567 -2.354 -0.284 0.327 -0.024 0.08
H 2.417 -1.019 -2.813 0.193 -0.097 0.088 0.05
H 3.210 -0.274 1.707 0.273 0.352 0.043 0.10
C 2.497 1.710 2.106 -0.026 -0.252 0.034 -0.13
C 4.929 1.063 1.560 0.195 -0.033 0.730 -0.12
H 5.583 0.220 1.289 -0.291 0.156 0.097 0.07
H 5.082 1.284 2.627 0.289 -0.006 -0.189 0.07
H 5.279 1.926 0.977 -0.285 -0.068 0.153 0.07
H 1.486 1.786 1.665 0.604 -0.026 -0.021 0.03
H 2.945 2.710 2.186 -0.222 -0.255 0.049 0.07
H 2.349 1.296 3.109 0.133 0.288 0.000 0.08
C 2.432 1.820 -2.729 0.294 0.079 -0.248 -0.12
H 4.227 2.029 -1.445 -0.281 1.045 -0.830 0.10
C 2.573 3.270 -0.702 0.359 -0.048 -0.065 -0.11
H 2.776 0.928 -3.275 -0.084 0.369 0.177 0.05
H 2.678 2.707 -3.339 -0.138 -0.328 0.076 0.08
H 1.333 1.765 -2.635 0.479 -0.041 0.190 0.06
H 1.494 3.193 -0.523 0.217 -0.070 -0.028 0.04
H 2.755 4.086 -1.415 -0.142 -0.028 0.234 0.08
H 3.073 3.527 0.241 -0.111 -0.105 -0.315 0.06
N -3.278 -0.932 0.451 -1.596 0.467 -0.614 -0.08
H -3.858 -0.911 -0.429 0.925 0.079 0.950 0.10
H -3.915 -0.481 1.156 1.111 -0.355 -0.709 0.10
H -3.227 -1.908 0.707 -0.020 -0.385 0.196 0.05
```
Forces are in eV/Å.

Gap between HOMO and LUMO (spin up / spin down) (eV): 5.55 / 6.04
Energy relative to the best compared isomer or geometry (same formula, charge and spin) (kcal/mol): 31.6
2S+1: 3
E_tot (a.u.): -1743.11066
LUMO (spin up / spin down) (eV): -0.706 / -0.302
Total charge: 0
<S²>: 2.053
Maximum force (eV/Å): 5.3


No. 6
Formula: C4H12N2
Source: the Open Molecules 2025 dataset
Level of theory: ωB97M-V with the def2-TZVPD basis set

XYZ file:
```
18
Properties=species:S:1:pos:R:3:forces:R:3:lowdin_charge:R:1
C -0.347 0.014 -0.477 0.366 -0.310 0.671 -0.47
C 0.795 -0.340 2.044 0.482 0.679 0.245 -0.06
C -1.754 -0.263 -0.970 0.057 0.039 0.009 -0.05
C 0.733 -0.487 -1.426 -0.093 0.113 0.019 -0.06
N -0.164 1.348 -0.028 -0.119 0.373 -0.013 -0.14
N 0.848 1.613 0.786 -0.260 -1.249 0.101 0.06
H -1.017 1.783 0.310 0.091 -0.112 -0.003 0.13
H 1.682 1.209 0.367 -0.028 -0.021 0.038 0.03
H -0.045 -0.495 0.605 -0.387 0.374 -0.952 0.09
H 0.838 -1.426 1.948 -0.137 0.042 -0.185 0.00
H 1.762 -0.005 2.404 -0.018 0.125 0.069 0.00
H 0.006 -0.026 2.724 0.005 -0.044 -0.028 0.01
H -1.931 0.169 -1.958 0.016 -0.009 0.025 0.08
H 0.608 -1.559 -1.582 -0.003 0.002 -0.012 0.08
H -1.907 -1.340 -1.047 0.010 0.033 0.003 0.08
H -2.507 0.127 -0.280 0.043 -0.005 -0.018 0.08
H 1.735 -0.335 -1.024 -0.027 0.004 0.018 0.07
H 0.666 0.016 -2.393 0.002 -0.031 0.011 0.08
```
Forces are in eV/Å.

Gap between HOMO and LUMO (spin up / spin down) (eV): 8.52 / 8.52
Energy relative to the best compared isomer or geometry (same formula, charge and spin) (kcal/mol): 101.1
E_tot (a.u.): -268.95524
LUMO (spin up / spin down) (eV): 0.612 / 0.615
Total charge: 0
Maximum force (eV/Å): 1.3